(a)
A 2-piece molecular cluster, C2H6S2 overall. Source: OMol25; level of theory: ωB97M-V/def2-TZVPD.

Properties
- Kohn-Sham gap: 8.70 eV
- SMILES: C=C.SS
- Total charge: 0
- HOMO level: -8.6 eV
- Spin multiplicity: 1

Bonds (Å) are listed after each position.
Element x y z (Å)
1 S -3.37 1.20 1.13  S2 2.159, H5 1.335
2 S -1.30 1.23 1.74  S1 2.159, H6 1.336
3 C 1.56 -1.09 0.06  C4 1.320, H7 1.084, H8 1.088
4 C 1.23 -0.38 -1.01  C3 1.320, H9 1.083, H10 1.088
5 H -3.01 1.31 -0.15  S1 1.335
6 H -0.90 1.20 0.46  S2 1.336
7 H 1.09 -2.02 0.36  C3 1.084
8 H 2.50 -0.92 0.57  C3 1.088
9 H 1.94 0.03 -1.71  C4 1.083
10 H 0.25 -0.55 -1.44  C4 1.088

These are the natural (NBO) partial charges, in e, on atoms 1 to 2:
1 S -0.136
2 S -0.131

***

(b)
A 2-piece molecular cluster, C2H6S2 overall. Source: OMol25; level of theory: ωB97M-V/def2-TZVPD.

Properties
- Kohn-Sham gap: 8.56 eV
- SMILES: C=S.CS
- Total charge: 0
- HOMO level: -8.9 eV
- Spin multiplicity: 1

Bonds (Å) are listed after each position.
Element x y z (Å)
1 S -3.47 -1.37 -0.65  C3 1.599
2 S 2.20 -1.04 -0.73  C4 1.818, H8 1.311
3 C -3.55 -0.44 0.65  S1 1.599, H7 1.096, H9 1.107
4 C 2.18 0.75 -0.44  S2 1.818, H5 1.046, H6 1.084, H10 1.085
5 H 2.65 1.23 -1.24  C4 1.046
6 H 2.81 1.14 0.36  C4 1.084
7 H -4.27 -0.57 1.47  C3 1.096
8 H 3.07 -1.37 0.19  S2 1.311
9 H -2.84 0.39 0.80  C3 1.107
10 H 1.23 1.27 -0.42  C4 1.085

These are the natural (NBO) partial charges, in e, on atoms 1 to 2:
1 S 0.100
2 S -0.032

***

Stability, highest: (b)

***

(a)
A 2-piece molecular cluster, C4H12N2 overall. Source: OMol25; level of theory: ωB97M-V/def2-TZVPD.

Properties
- Kohn-Sham gap: 10.19 eV
- SMILES: C=CC.NCN
- Total charge: 0
- HOMO level: -9.1 eV
- Spin multiplicity: 1

Bonds (Å) are listed after each position.
Element x y z (Å)
1 N -2.26 -1.02 0.80  C3 1.503, H8 1.012, H9 1.018
2 N -1.73 0.28 2.93  C3 1.427, H12 1.013, H17 1.011
3 C -1.29 -0.54 1.85  N1 1.503, N2 1.427, H7 1.088, H11 1.101
4 C 2.03 -0.10 -1.03  C6 1.514, H15 1.090, H16 1.082, H18 1.109
5 C 1.54 1.00 -3.18  C6 1.333, H13 1.085, H14 1.081
6 C 1.89 1.13 -1.90  C4 1.514, C5 1.333, H10 1.091
7 H -0.65 0.10 1.24  C3 1.088
8 H -1.86 -1.73 0.21  N1 1.012
9 H -2.98 -1.55 1.29  N1 1.018
10 H 1.62 2.06 -1.39  C6 1.091
11 H -0.98 -1.48 2.31  C3 1.101
12 H -2.09 1.21 2.73  N2 1.013
13 H 1.27 1.91 -3.70  C5 1.085
14 H 1.44 0.02 -3.63  C5 1.081
15 H 1.10 -0.59 -0.74  C4 1.090
16 H 2.74 -0.81 -1.42  C4 1.082
17 H -2.26 -0.10 3.71  N2 1.011
18 H 2.45 0.22 -0.06  C4 1.109

These are the natural (NBO) partial charges, in e, on atoms 1 to 2:
1 N -0.860
2 N -0.850

***

(b)
One molecule with the formula C4H12N2. Source: OMol25; level of theory: ωB97M-V/def2-TZVPD.

Properties
- Kohn-Sham gap: 9.92 eV
- SMILES: NCCCCN
- Total charge: 0
- HOMO level: -8.8 eV
- Spin multiplicity: 1

Bonds (Å) are listed after each position.
Element x y z (Å)
1 N -1.69 -0.07 -1.84  C3 1.514, H7 0.981, H9 1.015
2 N 1.39 0.26 2.16  C4 1.506, H11 1.062, H14 1.058
3 C -0.54 0.76 -1.30  N1 1.514, C6 1.545, H15 1.187, H16 1.029
4 C 0.05 0.00 1.53  N2 1.506, C5 1.510, H8 1.108, H10 1.169
5 C 0.19 -0.86 0.29  C4 1.510, C6 1.431, H17 1.172, H18 1.090
6 C 0.67 -0.05 -0.79  C3 1.545, C5 1.431, H12 1.129, H13 1.178
7 H -2.48 0.37 -2.21  N1 0.981
8 H -0.49 0.92 1.24  C4 1.108
9 H -1.83 -0.87 -1.23  N1 1.015
10 H -0.63 -0.42 2.39  C4 1.169
11 H 1.91 0.69 1.34  N2 1.062
12 H 1.09 -0.68 -1.63  C6 1.129
13 H 1.42 0.83 -0.58  C6 1.178
14 H 1.70 -0.74 2.30  N2 1.058
15 H -0.04 1.37 -2.18  C3 1.187
16 H -1.09 1.39 -0.69  C3 1.029
17 H -0.66 -1.63 0.08  C5 1.172
18 H 0.97 -1.61 0.46  C5 1.090

These are the natural (NBO) partial charges, in e, on atoms 1 to 2:
1 N -0.892
2 N -0.810

***

Stability, highest: (a)

***

(a)
A 2-piece molecular cluster, C3H5O2S overall. Source: OMol25; level of theory: ωB97M-V/def2-TZVPD.

Properties
- Kohn-Sham gap (alpha / beta): 8.64 / 3.91 eV
- Total charge: -1
- HOMO level (alpha / beta): -4.6 / -1.4 eV
- Spin multiplicity: 1

Bonds (Å) are listed after each position.
Element x y z (Å)
1 S 2.51 0.01 -0.20  O2 1.484, O3 1.482
2 O 2.37 -0.12 1.27  S1 1.484
3 O 3.19 1.26 -0.63  S1 1.482
4 C -1.30 -1.70 -0.09  C6 1.313, H10 1.044
5 C -0.69 0.62 0.03  C6 1.500, H7 1.093, H8 1.095, H9 1.085
6 C -1.62 -0.47 -0.40  C4 1.313, C5 1.500, H11 1.089
7 H -0.06 1.16 -0.69  C5 1.093
8 H -0.08 0.03 0.71  C5 1.095
9 H -1.31 1.44 0.37  C5 1.085
10 H -0.37 -1.88 0.36  C4 1.044
11 H -2.65 -0.35 -0.74  C6 1.089

These are the natural (NBO) partial charges, in e, on atoms 1 to 2:
1 S 1.087
2 O -1.033

***

(b)
An isolated ion of composition C3H5O2S and charge -1. Source: OMol25; level of theory: ωB97M-V/def2-TZVPD.

Properties
- Kohn-Sham gap: 7.25 eV
- SMILES: O=C([O-])CCS
- Total charge: -1
- HOMO level: -4.0 eV
- Spin multiplicity: 1

Bonds (Å) are listed after each position.
Element x y z (Å)
1 S 0.21 2.42 -0.65  C6 1.898, H11 1.372
2 O 0.45 -2.25 1.29  C4 1.216
3 O -1.35 -1.72 0.03  C4 1.262
4 C -0.22 -1.56 0.55  O2 1.216, O3 1.262, C5 1.570
5 C 0.43 -0.25 -0.03  C4 1.570, C6 1.438, H7 1.136, H8 1.114
6 C -0.58 0.75 -0.21  S1 1.898, C5 1.438, H9 1.074, H10 1.038
7 H 1.24 -0.01 0.73  C5 1.136
8 H 0.81 -0.66 -0.99  C5 1.114
9 H -1.35 0.51 -0.92  C6 1.074
10 H -1.08 0.93 0.69  C6 1.038
11 H 1.44 1.84 -0.50  S1 1.372

These are the natural (NBO) partial charges, in e, on atoms 1 to 2:
1 S -0.190
2 O -0.753

***

Stability, highest: (b)

***

(a)
A 2-piece molecular cluster, C2H3BrClN overall. Source: OMol25; level of theory: ωB97M-V/def2-TZVPD.

Properties
- Kohn-Sham gap (alpha / beta): 8.55 / 8.55 eV
- Total charge: 0
- HOMO level (alpha / beta): -8.9 / -8.9 eV
- Spin multiplicity: 1

Bonds (Å) are listed after each position.
Element x y z (Å)
1 Br 2.98 -0.83 -0.17  C5 1.995
2 Cl 1.88 2.15 -0.15  C5 1.747
3 N -1.20 -0.33 -0.99  C4 1.262, H8 0.948
4 C -0.34 0.15 -0.20  N3 1.262, H6 1.064
5 C 1.71 0.55 0.53  Br1 1.995, Cl2 1.747, H7 1.044
6 H -0.74 0.39 0.75  C4 1.064
7 H 1.77 0.51 1.57  C5 1.044
8 H -0.85 -0.58 -1.83  N3 0.948

These are the natural (NBO) partial charges, in e, on atoms 1 to 2:
1 Br 0.019
2 Cl 0.012

***

(b)
One molecule with the formula C2H3BrClN. Source: OMol25; level of theory: ωB97M-V/def2-TZVPD.

Properties
- Kohn-Sham gap: 10.67 eV
- SMILES: Cl[C@@]1(Br)CN1
- Total charge: 0
- HOMO level: -10.0 eV
- Spin multiplicity: 1

Bonds (Å) are listed after each position.
Element x y z (Å)
1 Br 1.97 -1.08 0.11  C4 1.902
2 Cl 1.26 1.88 0.11  C4 1.723
3 N -0.52 0.09 -0.97  C4 1.484, C5 1.459, H7 1.006
4 C 0.65 0.28 -0.08  Br1 1.902, Cl2 1.723, N3 1.484, C5 1.476
5 C -0.68 -0.04 0.47  N3 1.459, C4 1.476, H6 1.147, H8 1.184
6 H -0.85 -1.11 0.84  C5 1.147
7 H -0.44 -0.77 -1.49  N3 1.006
8 H -1.37 0.76 1.01  C5 1.184

These are the natural (NBO) partial charges, in e, on atoms 1 to 2:
1 Br 0.068
2 Cl 0.041

***

Stability, highest: (b)